Record 1
123
Properties=species:S:1:pos:R:3:lowdin_charge:R:1 method="wB97M-V/def2-TZVPD" lumo_energy_ev=-4.2 largest_force_ev_per_a=5.4 total_charge=+1
C -7.37 0.91 -2.42 -0.0709
C -6.13 1.23 -1.43 -0.1749
C -5.18 0.03 -1.10 -0.0139
C -3.98 0.32 -0.18 -0.0552
C -3.72 1.76 0.42 -0.2373
C -2.37 1.87 1.32 -0.3097
S -1.01 1.13 0.26 1.0917
C 0.66 1.75 0.76 -0.3296
C 1.74 0.87 -0.09 -0.7529
O 1.99 1.27 -1.24 0.0221
Cl 2.47 -0.62 0.64 0.6659
C -4.65 2.96 0.12 0.0024
C -5.88 2.65 -0.81 0.0055
H -7.98 0.05 -1.98 0.0886
H -6.89 0.61 -3.42 0.0916
H -7.94 1.89 -2.54 0.0792
H -5.32 -1.02 -1.50 0.1047
H -3.25 -0.54 0.05 0.0758
H -2.56 1.13 2.20 0.1241
H -2.16 2.93 1.68 0.0697
H -1.05 -0.23 0.52 0.0444
H 0.72 2.87 0.47 0.1228
H 0.86 1.71 1.88 0.1163
H -4.45 3.99 0.54 0.0939
H -6.61 3.51 -1.05 0.0982
C 5.21 2.14 -1.34 0.0750
C 5.70 1.40 -2.34 -0.1997
C 7.06 1.65 -2.90 -0.2713
O 7.48 0.95 -3.80 0.1006
C 7.85 2.75 -2.33 0.0915
C 7.36 3.48 -1.32 -0.2170
C 6.01 3.22 -0.75 -0.3084
O 5.60 3.90 0.18 0.1053
O 8.08 4.51 -0.79 0.1033
O 4.96 0.40 -2.90 0.1041
H 4.23 1.97 -0.92 0.0991
H 8.82 2.93 -2.75 0.1433
H 7.51 4.88 -0.08 0.1179
H 5.53 0.02 -3.60 0.1109
C -7.76 -2.13 2.56 0.0811
C -7.40 -2.29 3.84 -0.2184
C -6.05 -2.82 4.20 -0.3077
O -5.74 -2.94 5.37 0.1229
C -5.14 -3.18 3.11 0.0822
C -5.50 -3.02 1.83 -0.2220
C -6.84 -2.47 1.47 -0.3116
O -7.13 -2.32 0.30 0.0924
O -4.67 -3.36 0.81 0.0722
O -8.24 -1.99 4.86 0.1043
H -8.73 -1.75 2.29 0.1399
H -4.17 -3.58 3.38 0.1272
H -5.16 -3.15 -0.01 0.1049
H -7.74 -2.19 5.68 0.1202
C 7.12 -0.02 -8.46 0.0761
C 7.46 -0.18 -7.18 -0.2146
C 8.80 -0.71 -6.79 -0.3086
O 9.09 -0.82 -5.61 0.1145
C 9.73 -1.09 -7.86 0.0779
C 9.39 -0.93 -9.14 -0.2227
C 8.06 -0.38 -9.53 -0.3143
O 7.79 -0.24 -10.71 0.1114
O 10.24 -1.28 -10.15 0.0957
O 6.60 0.14 -6.17 0.0672
H 6.16 0.36 -8.76 0.1356
H 10.69 -1.49 -7.57 0.1375
H 9.76 -1.07 -10.97 0.1173
H 7.08 -0.05 -5.34 0.0649
C -0.92 -4.88 1.61 0.0736
C -0.59 -5.04 2.89 -0.2189
C 0.75 -5.58 3.28 -0.3083
O 1.03 -5.69 4.46 0.1210
C 1.68 -5.95 2.21 0.0697
C 1.34 -5.79 0.93 -0.2141
C 0.02 -5.23 0.54 -0.3134
O -0.25 -5.09 -0.64 0.1090
O 2.20 -6.14 -0.07 0.1016
O -1.45 -4.72 3.89 0.0889
H -1.89 -4.49 1.31 0.1245
H 2.64 -6.35 2.51 0.1174
H 1.73 -5.93 -0.90 0.1193
H -0.98 -4.93 4.72 0.1202
C 0.09 5.28 2.96 0.0721
C 0.91 6.22 3.45 -0.2076
C 0.44 7.21 4.47 -0.3018
O 1.21 8.03 4.91 0.1403
C -0.97 7.14 4.89 0.0922
C -1.78 6.21 4.40 -0.2158
C -1.30 5.20 3.40 -0.2868
O -2.08 4.35 2.98 0.0569
O -3.09 6.13 4.78 0.0945
O 2.20 6.31 3.05 0.1160
H 0.42 4.56 2.23 0.1111
H -1.30 7.87 5.62 0.1452
H -3.46 5.38 4.28 0.1095
H 2.58 7.06 3.55 0.1270
C 1.67 -11.07 2.08 0.0811
C 2.23 -9.90 2.39 -0.2155
C 3.32 -9.32 1.56 -0.3032
O 3.80 -8.23 1.86 0.0919
C 3.78 -10.08 0.39 0.0806
C 3.22 -11.25 0.08 -0.2192
C 2.12 -11.82 0.90 -0.3105
O 1.62 -12.89 0.58 0.1195
O 3.64 -11.97 -1.00 0.1003
O 1.84 -9.20 3.49 0.0920
H 0.88 -11.51 2.68 0.1390
H 4.58 -9.65 -0.20 0.1388
H 3.08 -12.77 -1.01 0.1192
H 2.39 -8.39 3.50 0.0978
C -4.79 9.46 0.49 0.0843
C -4.73 8.80 1.64 -0.2195
C -5.38 7.47 1.81 -0.3111
O -5.29 6.88 2.87 0.0996
C -6.12 6.92 0.67 0.0667
C -6.18 7.59 -0.49 -0.2195
C -5.51 8.90 -0.66 -0.3091
O -5.57 9.48 -1.73 0.1251
O -6.87 7.09 -1.55 0.0956
O -4.07 9.31 2.72 0.0973
H -4.32 10.43 0.36 0.1414
H -6.61 5.96 0.81 0.1298
H -6.76 7.75 -2.26 0.1209
H -4.17 8.64 3.43 0.1103

=====

Record 2
43
Properties=species:S:1:pos:R:3:lowdin_charge:R:1 method="wB97M-V/def2-TZVPD" lumo_energy_ev="-1.2 / -1.2" largest_force_ev_per_a=0.5 relative_energy_kj_mol=879.65
Pd 0.13 -2.36 -0.95 0.4017
Cl 0.18 -4.65 -0.10 0.7790
C -0.06 -4.21 1.55 -0.6218
C -0.20 -2.82 1.92 -0.2639
C -0.12 -1.87 0.97 -0.1829
Cl -0.66 3.77 0.80 0.4452
C -0.49 -2.83 3.35 -0.6371
Cl -0.80 -1.47 4.33 0.7582
C -0.49 -4.12 3.77 -0.7218
Cl -0.76 -4.69 5.35 0.7173
C -0.23 -5.00 2.62 -0.7145
Cl -0.18 -6.70 2.69 0.7268
C 2.70 2.64 1.63 -0.1137
C 2.05 2.06 2.64 -0.1056
C 1.00 1.04 2.65 -0.0422
C 0.41 0.33 1.73 0.0132
C 1.54 2.65 -0.69 0.0926
C 2.47 2.48 0.19 -0.2622
N -0.41 -0.51 1.28 -0.1922
N -1.71 -0.24 0.90 0.0977
C -1.87 0.61 -0.17 -0.3330
C -3.08 1.34 -0.19 -0.0594
C -3.44 2.12 -1.26 -0.0930
C -2.62 2.22 -2.38 -0.0915
C -1.43 1.51 -2.40 -0.1062
C -1.06 0.70 -1.33 -0.3905
H 3.50 3.32 1.88 0.1110
H 2.35 2.37 3.63 0.1071
H 0.62 0.79 3.64 0.0899
H 0.01 4.27 1.77 -0.2077
H 3.32 2.28 -0.48 0.1278
H -3.71 1.26 0.68 0.1115
H -4.37 2.67 -1.23 0.1056
H -2.89 2.83 -3.22 0.1036
H -0.81 1.56 -3.28 0.0722
O 2.73 0.95 -6.24 -0.0365
C 2.17 0.41 -5.34 -0.9917
S 1.79 1.20 -3.79 0.9719
C 0.98 -0.19 -3.09 -0.9456
C 0.94 -1.34 -3.79 -1.1416
S 0.36 -2.88 -3.22 0.5133
S 1.62 -1.29 -5.40 0.9932
S 0.50 -0.19 -1.41 0.9157

=====

Record 3
14
Properties=species:S:1:pos:R:3:lowdin_charge:R:1 method="wB97M-V/def2-TZVPD" lumo_energy_ev=1.0 largest_force_ev_per_a=3.7 relative_energy_kj_mol=114.67 smiles="C1=Cc2ccnn2C1"
C 0.72 0.73 -1.31 -0.0673
C 1.04 -0.71 -1.49 -0.0822
C 0.36 -1.43 -0.64 -0.0269
C -0.34 -0.57 0.33 -0.2148
C -1.00 -0.48 1.56 -0.0349
C -1.14 0.86 1.76 -0.2123
H 1.58 1.24 -1.00 0.1002
H 0.34 1.36 -2.16 0.1416
H 1.62 -1.12 -2.26 0.0947
H 0.49 -2.51 -0.42 0.1232
H -1.42 -1.15 2.29 0.0927
H -1.46 1.41 2.61 0.0926
N -0.56 1.64 0.85 0.0785
N -0.24 0.71 -0.11 -0.0850

=====

Record 4
93
Properties=species:S:1:pos:R:3:lowdin_charge:R:1 method="wB97M-V/def2-TZVPD" lumo_energy_ev=3.7 largest_force_ev_per_a=1.5 relative_energy_kj_mol=96.68 total_charge=-2
Zr 0.59 0.09 -0.13 1.5570
C -4.77 -2.99 4.68 -0.0349
C -4.68 -1.75 3.80 -0.3123
C -5.27 -0.50 4.45 -0.1318
C -4.46 -0.10 5.67 -0.1360
C -3.01 0.07 5.29 -0.1312
C -2.18 0.92 5.97 0.0532
C -0.86 1.12 5.56 -0.2456
F -0.10 1.95 6.30 0.0574
C -0.36 0.53 4.44 0.0836
C -1.19 -0.35 3.74 -0.0538
C -0.72 -0.90 2.48 -0.3479
O 0.37 -0.47 2.02 -0.1825
C -1.54 -1.87 1.84 -0.0877
C -2.77 -2.11 2.35 0.0252
N -3.28 -1.48 3.43 0.0193
C -2.50 -0.60 4.16 -0.0638
C -1.11 -2.56 0.57 -0.5915
O -1.68 -3.59 0.22 0.0272
O -0.10 -2.03 -0.03 -0.1852
H -5.80 -3.18 4.96 0.0805
H -4.17 -2.88 5.58 0.0795
H -4.39 -3.86 4.14 0.0791
H -5.21 -1.93 2.86 0.1460
H -6.31 -0.70 4.72 0.1162
H -5.26 0.31 3.72 0.1379
H -4.56 -0.85 6.46 0.1105
H -4.83 0.84 6.08 0.1208
H -2.55 1.48 6.83 0.1283
H 0.63 0.74 4.06 0.1356
H -3.43 -2.81 1.85 0.1477
N 0.55 -6.85 -4.42 0.0753
C 0.64 -5.49 -4.08 -0.3275
C 1.52 -4.65 -4.76 -0.0433
C 1.59 -3.31 -4.44 -0.0657
C 0.77 -2.80 -3.45 -0.2940
C -0.13 -3.61 -2.78 -0.0354
C -0.19 -4.96 -3.10 -0.0175
S 0.91 -1.10 -2.98 0.6132
O 1.37 -0.37 -4.13 -0.2986
O -0.36 -0.71 -2.40 -0.3972
N 1.95 -0.93 -1.76 -0.1700
C 2.46 -1.91 -0.97 -0.5006
N 2.81 -3.12 -1.41 0.1555
C 3.21 -3.96 -0.47 -0.1271
C 3.28 -3.64 0.88 -0.0525
C 2.94 -2.34 1.22 -0.0934
N 2.56 -1.47 0.30 0.0529
H 1.42 -7.23 -4.79 0.0749
H 0.20 -7.43 -3.68 0.0774
H 2.16 -5.06 -5.53 0.1021
H 2.28 -2.65 -4.95 0.1128
H -0.75 -3.22 -1.98 0.0917
H -0.88 -5.60 -2.56 0.1126
H 3.48 -4.96 -0.81 0.1019
H 3.59 -4.36 1.62 0.0883
H 2.97 -1.96 2.24 0.1190
S -3.48 4.76 2.42 -0.5054
Sb -2.40 4.40 0.43 0.1193
S -1.89 0.68 0.01 0.0592
S -0.96 2.12 1.20 -0.0758
S -0.62 5.90 0.14 -0.3388
O 0.68 1.67 -1.57 -0.7220
S 0.46 3.17 -1.36 0.9174
C -0.39 3.60 -2.88 -0.3566
C -0.50 4.93 -3.26 -0.1007
C -1.23 5.23 -4.39 -0.0862
C -1.84 4.22 -5.13 -0.1040
C -1.73 2.90 -4.73 -0.0769
C -1.00 2.57 -3.59 -0.0485
C 2.08 3.83 -1.75 -0.3580
C 2.81 3.29 -2.79 -0.0711
C 4.09 3.78 -3.03 -0.0997
C 4.61 4.78 -2.23 -0.1017
C 3.87 5.30 -1.18 -0.0835
C 2.59 4.83 -0.93 -0.0844
H -0.07 5.70 -2.64 0.0598
H -1.34 6.27 -4.70 0.0971
H -2.41 4.47 -6.02 0.0903
H -2.21 2.11 -5.29 0.1003
H -0.91 1.55 -3.25 0.0890
H 2.40 2.48 -3.38 0.1183
H 4.68 3.36 -3.83 0.0997
H 5.61 5.15 -2.41 0.0930
H 4.28 6.08 -0.55 0.0991
H 1.96 5.22 -0.13 0.0391
Cl 4.66 0.94 -0.77 0.6269
C 4.51 1.45 0.92 -0.9812
Cl 5.88 0.83 1.87 0.5536
C 3.13 1.06 1.54 -0.7527
O 3.10 0.61 2.67 0.0116
O 2.15 1.35 0.77 -0.2394
H 4.59 2.53 0.93 0.0576